ORCA calculation (wB97M-V/def2-TZVPD) on the molecule C7H10.

ORCA input file:
```
! RIJCOSX wB97M-V def2-TZVPD def2/J DEFGRID3
* xyz 0 1
C -1.93 0.50 -0.32
C -1.13 -0.66 -0.83
C 0.17 -0.66 -1.14
C 1.11 0.49 -0.94
C 1.52 0.67 0.51
C 1.01 -0.03 1.53
C -0.01 -0.99 1.77
H -2.79 0.70 -0.97
H -2.30 0.26 0.68
H -1.33 1.41 -0.24
H -1.69 -1.58 -0.99
H 0.61 -1.58 -1.54
H 0.63 1.43 -1.27
H 1.99 0.38 -1.59
H 2.27 1.42 0.71
H 1.40 0.17 2.55
H 0.48 -1.94 2.07
*
```

Values from the calculation:
**DFT total energy**: -7416.164 eV
**E_HOMO**: -7.90 eV
**Orbital gap**: 7.74 eV
**F_max**: 0.00626 Eh/bohr

Here are the Löwdin charges for atoms 1 to 2, given in e: number 1, C, carries -0.102; number 2, C, carries -0.180


ORCA calculation (wB97M-V/def2-TZVPD) on a 2-piece molecular cluster, C7H10Br2F3NO2 overall at a distorted geometry.

ORCA input file:
```
! RIJCOSX wB97M-V def2-TZVPD def2/J DEFGRID3
* xyz 0 1
O -3.02 -3.42 -0.39
C -1.90 -3.11 -0.73
O -1.01 -4.05 -1.05
N -1.52 -1.77 -0.84
C -0.30 -1.37 -0.14
C 0.51 -0.30 -0.96
C -0.09 -0.06 -2.28
F 0.40 -0.79 -3.32
C -1.10 0.81 -2.54
F -1.01 2.09 -2.23
F -2.27 0.48 -3.06
H -0.17 -3.66 -1.31
H -2.30 -1.17 -0.65
H -0.53 -0.88 0.81
H 0.33 -2.23 0.05
H 0.61 0.65 -0.41
H 1.51 -0.70 -1.14
Br 0.34 2.67 0.62
C 0.72 2.33 2.50
C 2.15 2.66 2.83
Br 3.36 1.27 2.18
H 0.47 1.30 2.69
H 0.04 2.98 3.05
H 2.29 2.68 3.91
H 2.48 3.59 2.41
*
```

Values from the calculation:
**DFT total energy**: -161241.347 eV
**E_HOMO**: -8.64 eV
**Orbital gap**: 8.89 eV
**F_max**: 0.03498 Eh/bohr

Here are the Löwdin charges for atoms 1 to 2, given in e: number 1, O, carries 0.096; number 2, C, carries -0.595


ORCA calculation (wB97M-V/def2-TZVPD) on C7H10BrCuN as an isolated structure at a distorted geometry.

ORCA input file:
```
! RIJCOSX wB97M-V def2-TZVPD def2/J DEFGRID3
* xyz -2 2
C -0.54 1.02 -1.52
C 0.83 0.87 -1.07
C 0.99 1.64 0.12
C -0.27 2.20 0.45
C -1.22 1.82 -0.53
Cu -0.57 -0.68 0.54
N -2.79 -0.47 0.61
C 0.39 -2.25 -0.05
C 1.73 -2.04 -0.02
H 1.91 1.70 0.71
H 1.61 0.36 -1.62
H -0.49 2.80 1.35
H -2.27 2.09 -0.56
H -0.97 0.60 -2.42
H 2.09 -1.52 -0.95
H -0.18 -2.71 0.82
H -2.43 -1.16 1.33
H 2.20 -1.86 0.99
H -0.41 -2.38 -0.89
Br 0.39 -0.01 2.71
*
```

Values from the calculation:
**⟨S²⟩**: 0.76
**DFT total energy**: -123587.629 eV
**E_HOMO (spin up / spin down)**: 0.92 / 1.16 eV
**Orbital gap (spin up / spin down)**: 5.27 / 5.04 eV
**F_max**: 0.07063 Eh/bohr

Here are the Löwdin charges for atoms 1 to 2, given in e: number 1, C, carries -0.227; number 2, C, carries -0.256


ORCA calculation (wB97M-V/def2-TZVPD) on an isolated ion of composition C7H10Cl2NO and charge +1 at a distorted geometry.

ORCA input file:
```
! RIJCOSX wB97M-V def2-TZVPD def2/J DEFGRID3
* xyz 1 1
C -2.29 -0.81 2.13
O -1.96 -0.06 0.95
N -0.90 -0.29 0.13
C -1.07 -0.62 -1.15
Cl -2.68 -0.84 -1.68
C 0.03 -0.80 -2.05
C 1.22 -0.28 -1.63
C 1.53 0.37 -0.38
C 1.74 1.94 -0.46
C 0.47 -0.08 0.68
Cl 1.04 -1.59 1.45
H -1.57 -0.57 2.86
H -2.33 -1.96 1.98
H -3.30 -0.25 2.34
H -0.20 -1.19 -3.00
H 2.11 -0.29 -2.25
H 2.47 0.04 0.04
H 1.01 2.39 0.20
H 2.84 2.29 -0.35
H 1.46 2.10 -1.49
H 0.36 0.52 1.67
*
```

Values from the calculation:
**DFT total energy**: -35993.374 eV
**E_HOMO**: -14.31 eV
**Orbital gap**: 9.03 eV
**F_max**: 0.06736 Eh/bohr

Here are the Löwdin charges for atoms 1 to 2, given in e: number 1, C, carries -0.022; number 2, O, carries -0.165